Entry 1:
Computed, not measured: a cluster of 2 separate species, C22H41Br2N2O2PS in total, with ωB97M-V/def2-TZVPD.

Structure (XYZ):
```
71
C22H41Br2N2O2PS (ωB97M-V/def2-TZVPD)
C 4.02211 4.41165 3.00387
C 3.52310 3.02358 2.46017
C 2.68815 3.29070 1.16650
C 1.77376 2.08565 0.74237
C 2.15954 1.57264 -0.70925
C 1.05868 0.56595 -1.14450
C 1.46363 -0.49515 -2.22871
C 2.93737 -0.98657 -2.22268
C 3.28427 -2.09543 -1.16952
C 2.82254 -1.81410 0.30222
C 1.44714 -2.52309 0.61207
C 0.76094 -1.91172 1.88104
C -0.68134 -2.51451 2.08359
C -1.80335 -1.54811 1.54892
C -2.08830 -0.36671 2.54951
C -1.68121 1.03009 1.98615
C -2.74627 1.72124 1.08676
C -2.41920 3.21324 1.05227
N -2.03520 4.25925 0.96526
C -2.76215 1.19246 -0.42334
C -2.55078 2.34016 -1.40980
N -2.52521 3.22935 -2.09222
P -4.43616 0.44821 -0.88757
O -4.52351 0.63370 -2.50944
O -5.61927 1.38174 -0.27196
S -4.59481 -1.43110 -0.49149
H 4.20991 5.08469 2.13948
H 3.20137 4.87942 3.58808
H 4.93835 4.32962 3.61577
H 4.38429 2.38822 2.16195
H 2.96304 2.46704 3.23864
H 2.12831 4.24737 1.23339
H 3.42369 3.42879 0.34019
H 0.71886 2.42328 0.68592
H 1.90815 1.20677 1.40832
H 3.17383 1.14705 -0.60639
H 2.17965 2.48706 -1.33630
H 0.22710 1.16795 -1.58613
H 0.61353 0.03389 -0.27619
H 0.78220 -1.36591 -2.13264
H 1.24288 -0.06226 -3.23027
H 3.67302 -0.15455 -2.20954
H 3.09600 -1.47523 -3.21462
H 4.39183 -2.20052 -1.16905
H 2.83932 -3.06733 -1.46702
H 3.55837 -2.33189 0.96015
H 2.83091 -0.74862 0.59649
H 1.69745 -3.58345 0.84397
H 0.77213 -2.54817 -0.26909
H 1.36277 -2.23831 2.75521
H 0.76252 -0.80345 1.85205
H -0.74869 -3.42043 1.44313
H -0.82288 -2.76654 3.15129
H -2.72179 -2.16052 1.50540
H -1.45645 -1.20168 0.55669
H -3.15173 -0.40827 2.87422
H -1.49085 -0.56387 3.46675
H -0.68475 0.94576 1.50571
H -1.52241 1.68849 2.87018
H -3.78096 1.62905 1.46436
H -1.93715 0.48303 -0.63184
H -4.29966 -0.21946 -2.91464
H -5.74748 1.15468 0.66405
Br -0.81678 -4.93557 -4.19416
C -2.60168 -4.33813 -3.69781
C -2.74232 -2.84699 -3.85028
Br -1.86861 -1.90293 -2.38791
H -2.78002 -4.68153 -2.68220
H -3.27598 -4.85710 -4.37741
H -3.79155 -2.55460 -3.79439
H -2.31223 -2.46799 -4.77370
```

The calculation puts the orbital gap at 9.28 eV. As for the SMILES: CCCCCCCCCCCCCCCC[C@@H](C#N)[C@H](C#N)P(O)(O)=S.BrCCBr.

Entry 2:
Computed, not measured: a structure of composition C22H41Br3CaCl7CsNO12, with ωB97M-V/def2-TZVPD.

Structure (XYZ):
```
88
C22H41Br3CaCl7CsNO12 (ωB97M-V/def2-TZVPD)
C 3.43721 -1.08020 2.11526
C 2.20533 -0.64573 2.87717
O 2.28737 -0.39223 4.04402
O 1.08376 -0.62311 2.19401
C 1.27388 -0.18258 0.81715
C 1.47322 1.31439 0.71283
C 0.19871 2.13881 0.94111
N -0.65354 1.66918 2.02539
C -1.62947 0.78338 1.66005
O -1.88216 0.40466 0.53930
O -2.29399 0.32319 2.75398
C -3.53264 -0.24279 2.45646
O -4.37825 0.73438 1.89069
C -5.60815 0.28758 1.52333
C -5.72859 -0.98816 0.75783
O -6.56925 0.94539 1.79656
H 3.24722 -2.07020 1.62743
H 3.58078 -0.36700 1.27945
H 4.31451 -1.12321 2.77273
H 2.09084 -0.76966 0.28623
H 0.37189 -0.44189 0.27946
H 1.79078 1.50417 -0.31226
H 2.28849 1.67273 1.34768
H 0.50843 3.14818 1.20672
H -0.35302 2.24931 0.01860
H -0.14140 1.34787 2.83511
H -3.42909 -1.13121 1.83709
H -3.95576 -0.56660 3.40482
H -5.60590 -1.85575 1.40395
H -4.98420 -1.09091 -0.02808
H -6.71355 -1.04258 0.32008
Cl 2.28815 -2.48863 -0.58903
Ca 5.48963 -1.78234 0.64597
C 5.59218 -6.82170 -2.95515
C 5.70604 -6.43458 -1.48764
O 4.59174 -5.61097 -1.09276
H 5.55930 -5.93415 -3.58612
H 6.43204 -7.44287 -3.27016
H 4.66999 -7.36809 -3.12319
H 6.61583 -5.86616 -1.31805
H 5.73147 -7.32407 -0.84039
H 3.79375 -6.11884 -1.22796
C -8.36681 2.03242 -0.82389
Cl -8.44811 3.31905 -2.03058
Cl -9.84941 1.94505 0.10502
Cl -8.01166 0.47715 -1.59816
H -7.55583 2.25401 -0.14274
C -1.96902 -4.23421 -1.48354
Br -0.67285 -4.28082 -2.87996
Br -1.79765 -5.70383 -0.24198
Br -1.84063 -2.54167 -0.61096
H -2.94201 -4.32346 -1.94287
C 0.62924 -1.72362 -5.90530
Cl -0.54364 -1.02338 -4.79605
Cl 0.96944 -3.42971 -5.53623
H 0.23577 -1.66850 -6.91234
H 1.55596 -1.16975 -5.82749
C 8.23418 3.21055 -3.54002
O 9.56056 2.71318 -3.54157
C 10.10016 2.52933 -2.24486
C 10.06603 1.07744 -1.82912
O 8.72942 0.59880 -1.66987
C 8.29604 -0.15860 -2.78442
H 7.83909 3.09682 -4.54759
H 7.59367 2.65888 -2.84661
H 8.22362 4.27285 -3.27846
H 9.57497 3.15225 -1.51467
H 11.14323 2.85559 -2.27839
H 10.56003 0.97756 -0.85881
H 10.61006 0.46049 -2.54879
H 8.77092 -1.14744 -2.77063
H 8.51526 0.33577 -3.73175
H 7.21369 -0.28836 -2.70660
C -8.49704 3.35695 3.02521
C -8.57225 4.55365 3.93333
C -9.09580 4.29137 5.32773
O -9.61511 5.57965 5.69111
C -9.97104 6.21257 4.54408
O -10.58847 7.22542 4.49878
O -9.51479 5.53403 3.46683
H -7.66171 2.72005 3.32499
H -9.42250 2.70580 3.01369
H -8.34754 3.67721 1.99444
H -7.59190 5.04393 3.97164
H -8.32426 3.97720 6.02791
H -9.91448 3.57268 5.33649
Cl -11.49846 2.93842 3.23258
Cs 3.02808 -8.37983 -2.60923
```

The calculation puts the orbital gap at 0.80 eV. The charge is +1.

Entry 3:
Computed, not measured: a structure of composition C22H41CaCl2INO6P2S, with ωB97M-V/def2-TZVPD.

Structure (XYZ):
```
77
C22H41CaCl2INO6P2S (ωB97M-V/def2-TZVPD)
C -3.00865 -1.86599 1.38333
C -1.84211 -0.77259 1.45512
P -1.92676 0.67271 0.22186
C -2.88359 -0.27031 -1.12223
P -0.48989 1.82508 1.56785
O -1.33259 2.51951 2.86115
I 1.09917 0.32318 2.74418
S -3.77816 1.65217 1.07399
C -4.27122 1.04370 2.70684
O -4.93547 1.38825 0.21466
O -3.64143 3.09435 1.05231
O -1.84323 2.15964 -0.59761
C -0.92071 2.17368 -1.72227
C -0.44967 3.59608 -1.89425
Cl 1.14956 4.25003 -1.52915
C -1.34595 4.47618 -2.31729
C -2.77557 4.16146 -2.68083
Cl -0.90896 6.18064 -2.48852
C 0.02503 0.89688 -1.64608
C 1.54802 0.98701 -1.19267
C 2.54038 -0.07203 -1.77504
C 2.76664 -1.42421 -1.00809
C 1.57785 -2.41208 -1.08174
C 3.37745 -1.26140 0.44836
C 2.93133 -2.42683 1.37717
C 3.64286 -2.49537 2.75209
C 3.00167 -2.64125 3.93179
C 3.59791 -1.92186 5.15956
C 1.69982 -3.42982 4.19028
N 0.03379 0.41099 -3.04071
C -0.52476 -0.86904 -3.40011
C 0.45297 1.28506 -4.07241
C 1.89874 1.72562 -4.35952
O -0.37111 1.70142 -4.83004
O -0.51554 0.07399 -0.64896
H -2.69763 -2.68975 0.70640
H -3.99826 -1.46324 1.15045
H -3.11152 -2.34035 2.39586
H -0.89459 -1.33302 1.14964
H -1.82269 -0.46078 2.51591
H -2.95495 0.28092 -2.06626
H -3.89761 -0.59055 -0.84750
H -2.31083 -1.19758 -1.28414
H -1.33158 1.85202 3.56691
H -3.46274 0.96221 3.44756
H -5.02672 1.74463 3.09548
H -4.77551 0.06437 2.66416
H -1.62893 1.94383 -2.53667
H -2.84302 3.78389 -3.71611
H -3.39044 5.07291 -2.65883
H -3.25100 3.46437 -1.97617
H 2.01796 1.96772 -1.32675
H 1.54273 0.83071 -0.10144
H 3.53784 0.40946 -1.75295
H 2.38808 -0.34107 -2.82793
H 3.58600 -1.92050 -1.56129
H 1.87914 -3.44301 -0.82011
H 1.28839 -2.48478 -2.14033
H 0.71965 -2.15826 -0.42394
H 4.47325 -1.37035 0.37214
H 3.20772 -0.25915 0.85949
H 3.20039 -3.35233 0.83104
H 1.85194 -2.45567 1.53784
H 4.73671 -2.45527 2.72005
H 3.97893 -2.61281 5.92437
H 2.79284 -1.27430 5.54642
H 4.39341 -1.26017 4.79968
H 0.98472 -2.73112 4.68776
H 1.22310 -3.80827 3.25790
H 1.82639 -4.27525 4.88063
H -1.56017 -0.74994 -3.78803
H -0.57812 -1.62493 -2.61251
H 0.03603 -1.31590 -4.24335
H 2.51142 0.90467 -4.76663
H 2.36359 2.11819 -3.44241
H 1.88570 2.51755 -5.11573
Ca -0.46742 -2.68395 2.16637
```

The calculation puts the orbital gap at 4.94 eV. The charge is +1.

Entry 4:
Computed, not measured: a structure of composition C22H41Cl3FInO11, with ωB97M-V/def2-TZVPD.

Structure (XYZ):
```
79
C22H41Cl3FInO11 (ωB97M-V/def2-TZVPD)
In -1.38568 -0.35017 0.70687
C -3.66292 -1.58875 -0.56639
O -3.22524 -0.78278 0.45913
H -4.54691 -1.09724 -1.11034
H -2.85291 -1.70252 -1.31518
H -3.97787 -2.59634 -0.23821
C -1.87168 0.68545 3.49215
O -1.76600 1.19166 2.10713
H -2.35256 1.46240 4.13816
H -2.52074 -0.16519 3.49669
H -0.89598 0.47405 4.02460
O 1.09040 0.68221 -2.10156
C 0.19133 0.38951 -1.19040
O 0.44036 0.73104 0.03792
O -0.80549 -0.33121 -1.48691
H 1.65019 1.34437 -1.72181
C -5.02843 -4.17227 3.50258
Cl -5.85561 -5.55140 2.72431
Cl -4.95537 -2.75669 2.46103
Cl -3.41370 -4.66134 4.03173
H -5.54773 -3.92533 4.41823
F 3.78557 -0.26064 2.44801
C 3.16050 0.99737 2.59874
C 2.19587 1.05258 3.55485
C 1.65899 2.25960 3.81293
C 2.08482 3.39196 3.06616
C 3.12558 3.28762 2.07412
C 3.72895 2.01500 1.81693
H 1.99395 0.15355 4.11092
H 1.05577 2.47105 4.69775
H 1.58956 4.30174 3.18720
H 3.35273 4.16621 1.46418
H 4.60208 1.60936 1.29078
C 5.77550 -3.25428 2.74737
O 5.89561 -3.01379 1.32418
C 4.97288 -3.76749 0.52243
C 3.78201 -3.07739 -0.04904
O 2.83902 -3.08015 0.99426
C 1.63293 -2.57146 0.51332
C 0.73277 -2.40480 1.78230
O -0.63887 -2.24554 1.51058
C -1.36253 -3.41394 1.04930
H 4.68833 -3.25696 2.93885
H 6.18767 -2.44278 3.30369
H 6.16990 -4.21663 3.00478
H 4.52407 -4.53210 1.16435
H 5.55379 -4.15873 -0.35768
H 3.47995 -3.74665 -0.85460
H 4.04932 -2.06826 -0.39122
H 1.16796 -3.16863 -0.27229
H 1.82297 -1.51890 0.21206
H 1.12146 -1.47785 2.18909
H 0.90240 -3.17316 2.55370
H -0.84065 -3.77673 0.12560
H -2.42535 -3.10249 0.95051
H -1.17802 -4.23622 1.70817
C -4.02637 2.90497 -3.82386
O -3.98830 4.23540 -3.33709
C -3.36886 4.40879 -2.06368
C -1.83482 4.73724 -2.25361
O -1.17220 3.68121 -2.88355
C -0.78487 3.83296 -4.20504
C 0.11075 2.58468 -4.54254
O -0.82969 1.48870 -4.75587
C -0.33027 0.24934 -5.28514
H -4.80486 2.31104 -3.30405
H -3.10176 2.47100 -3.60988
H -4.17535 2.86555 -4.89750
H -3.45661 3.56057 -1.38445
H -3.90445 5.27373 -1.58923
H -1.47553 4.92285 -1.28500
H -1.75834 5.62873 -2.86385
H -0.21480 4.82751 -4.32522
H -1.65334 3.90831 -4.84766
H 0.74968 2.37142 -3.68005
H 0.69421 2.84554 -5.38566
H -1.03997 -0.07627 -6.01484
H -0.15866 -0.58265 -4.57369
H 0.62944 0.52946 -5.75057
```

The calculation puts the orbital gap at 9.03 eV.

Entry 5:
Computed, not measured: a structure of composition C22H41ClNOP3Sc, with ωB97M-V/def2-TZVPD.

Structure (XYZ):
```
70
C22H41ClNOP3Sc (ωB97M-V/def2-TZVPD)
Sc -0.34307 0.35525 0.07074
P 1.48848 -0.90294 2.20590
P 1.62897 2.17409 0.56222
P -0.89634 -2.44417 0.30194
H -0.28845 2.67552 -5.84300
C -1.23051 2.14075 -5.66048
C -2.05617 2.44048 -4.65186
H -1.70930 3.04043 -3.81090
C 2.93615 -1.77607 1.46164
C 2.39216 0.14503 3.42670
C 1.03100 -2.21743 3.42382
C 1.32905 3.38491 -0.78004
C 1.82779 3.31657 1.97713
C 3.36922 1.74929 0.14734
C -2.13672 -2.60520 -1.03205
C -1.74163 -3.50451 1.55329
C 0.34017 -3.65596 -0.32786
H -1.52382 1.37801 -6.39658
H -3.10902 2.15479 -4.71280
H 3.56072 -2.13960 2.29106
H 3.50094 -1.07802 0.82852
H 2.59734 -2.62236 0.84898
H 2.90103 -0.51530 4.14909
H 1.66389 0.76649 3.96664
H 3.13936 0.79278 2.95112
H 1.96585 -2.63343 3.82808
H 0.43845 -3.01493 2.96884
H 0.46015 -1.76429 4.24248
H 2.14315 4.12564 -0.76154
H 0.36028 3.87991 -0.62764
H 1.30232 2.86257 -1.74858
H 2.38612 4.20108 1.64271
H 2.36168 2.82703 2.79764
H 0.83631 3.62421 2.32872
H 3.89487 2.67864 -0.11068
H 3.35588 1.07457 -0.71830
H 3.88201 1.25412 0.98022
H -2.52181 -3.63041 -1.00694
H -1.69609 -2.38754 -2.01232
H -2.95164 -1.89489 -0.84523
H -2.41874 -4.18616 1.02415
H -2.33179 -2.87685 2.22887
H -1.02456 -4.10021 2.12883
H -0.17351 -4.41115 -0.93892
H 0.84676 -4.15365 0.51171
H 1.07205 -3.11700 -0.94038
C -0.54111 0.23053 -2.80497
C 0.59663 -0.21303 -3.51491
C 0.46470 -1.18660 -4.50747
C -0.78961 -1.60776 -4.92928
C -1.92124 -1.05581 -4.33486
C -1.81401 -0.29871 -3.16725
O -0.41700 1.10298 -1.78383
H 1.17188 -0.48245 -0.82605
H 1.58389 0.12487 -3.17861
H 1.37175 -1.59213 -4.96893
H -0.86849 -2.33332 -5.73531
H -2.89643 -1.25189 -4.78391
H -2.66851 -0.01609 -2.53971
Cl -2.61274 4.45180 3.05369
C -2.38003 2.75954 3.03549
C -2.60097 2.01695 4.19856
C -2.33392 0.64851 4.15105
C -1.85687 0.07282 2.97483
N -1.62328 0.80696 1.85811
C -1.91950 2.14025 1.87135
H -2.96073 2.52349 5.09626
H -2.46755 0.01323 5.02559
H -1.62975 -0.99273 2.92451
H -1.74604 2.72852 0.96342
```

The calculation puts the orbital gap (spin up / spin down) at 4.87 / 4.86 eV. The charge is +3.

Entry 6:
Computed, not measured: a cluster of 7 separate species, C22H41N2O26S6 in total, with ωB97M-V/def2-TZVPD.

Structure (XYZ):
```
97
C22H41N2O26S6 (ωB97M-V/def2-TZVPD)
C -3.80050 -2.72484 0.76081
C -4.59468 -1.41481 0.52970
C -5.34632 -0.95612 1.78808
C -5.55213 0.57247 1.95414
C -6.94740 0.94263 2.42924
N -5.16056 1.36476 0.78007
C -6.00244 1.71663 -0.26692
C -5.26516 2.43409 -1.14870
N -3.99041 2.53038 -0.64331
C -3.95826 1.87525 0.51868
C -2.73371 1.71050 1.34757
C -2.11118 3.00922 1.82601
O -0.93366 3.14473 1.78776
O -2.93470 3.98536 2.30879
H -2.74315 -2.52382 0.60680
H -4.07904 -3.47908 0.03370
H -3.91771 -3.06831 1.78310
H -3.88178 -0.68130 0.15576
H -5.32335 -1.55260 -0.26557
H -4.82211 -1.31549 2.66930
H -6.33464 -1.41027 1.76532
H -4.89690 0.89478 2.75793
H -7.10924 0.38711 3.34840
H -7.71498 0.72457 1.69426
H -6.97147 1.99076 2.71865
H -7.03132 1.43759 -0.36707
H -5.58013 2.86993 -2.07687
H -3.18818 2.99321 -1.05634
H -1.97717 1.20158 0.75444
H -2.89772 1.07762 2.21453
H -2.96804 3.88907 3.27150
C -0.27161 0.40422 -3.05962
C 0.55113 1.50703 -2.43382
O 0.24832 2.67397 -3.23255
S -1.24956 2.59559 -3.74064
O -2.07222 3.35378 -2.85423
O -1.27605 2.80300 -5.13856
O -1.50975 1.05730 -3.42327
H 0.19599 0.01435 -3.96541
H -0.46329 -0.41245 -2.37434
H 1.61419 1.29855 -2.45025
H 0.23795 1.71134 -1.40943
C 1.74146 1.38513 -8.04945
C 1.53655 1.09814 -6.58389
O 1.76017 -0.31725 -6.45644
S 2.86692 -0.77871 -7.52082
O 4.12849 -0.84271 -6.87547
O 2.34856 -1.87395 -8.25326
O 2.83953 0.53592 -8.42878
H 0.86841 1.10186 -8.64142
H 1.98386 2.42165 -8.23658
H 0.53961 1.35813 -6.24126
H 2.27787 1.61709 -5.97368
C 2.55622 0.67527 2.29677
C 3.04239 1.50887 1.13182
O 3.32370 0.54343 0.10730
S 2.30998 -0.68446 0.24255
O 1.24001 -0.49009 -0.68090
O 3.05614 -1.88429 0.25777
O 1.76456 -0.36623 1.69926
H 3.38372 0.20591 2.83225
H 1.95169 1.24891 2.99382
H 3.93424 2.08354 1.36245
H 2.26102 2.18105 0.76847
C 6.07891 5.04614 -7.42936
C 6.02949 3.55985 -7.14528
O 5.04414 3.43592 -6.10612
S 3.92058 4.55123 -6.29556
O 2.81472 3.97403 -6.97852
O 3.75232 5.23449 -5.06743
O 4.71076 5.47591 -7.32478
H 6.66415 5.58042 -6.67925
H 6.46724 5.26990 -8.41856
H 6.98229 3.16132 -6.81090
H 5.68422 2.99499 -8.01331
C 0.67502 -4.85329 4.50345
C 1.86596 -5.35282 3.72167
O 2.13393 -4.29878 2.77917
S 1.76441 -2.89249 3.42497
O 2.93863 -2.28164 3.94233
O 0.92738 -2.18689 2.52884
O 0.90610 -3.44179 4.65915
H -0.25491 -4.98624 3.94675
H 0.59329 -5.33591 5.47382
H 1.67014 -6.28626 3.20335
H 2.74149 -5.47141 4.36213
C 1.04774 -3.72241 9.64325
C 2.53944 -3.79516 9.39645
O 2.83409 -5.19863 9.42798
S 1.59227 -6.02390 8.85895
O 1.83097 -6.31886 7.48962
O 1.24591 -7.02518 9.79411
O 0.51030 -4.84432 8.92672
H 0.80941 -3.84481 10.70119
H 0.60856 -2.79864 9.27728
H 3.11794 -3.27224 10.15207
H 2.80101 -3.41198 8.40760
```

The calculation puts the relative energy (zero: lowest compared OMol25 entry of this formula, charge and spin) at 0.000 eV. The calculation puts the orbital gap at 9.70 eV. The charge is +1.